[1]
This record from the OMol25 dataset describes a 2-piece molecular cluster, C4H11N2O overall at a distorted geometry. The level of theory is ωB97M-V/def2-TZVPD.

Structure (XYZ):
```
18
Properties=species:S:1:pos:R:3:nbo_charge:R:1
C -1.4551 1.8934 1.4081 -0.55
C -0.7694 0.8090 1.6370 0.36
C 0.1880 0.8370 -1.8519 -0.73
C 0.4471 0.0552 -0.6570 0.29
N 0.1124 -1.2323 -0.5638 -0.81
N 1.8202 0.4375 -0.0797 -0.74
O -0.4478 -0.1373 2.4192 -0.67
H -2.1453 2.4219 2.1904 0.24
H -1.3888 2.5387 0.4621 0.24
H 1.0192 1.0698 -2.5277 0.23
H -0.7809 0.4501 -2.3439 0.28
H -0.2150 1.8224 -1.5490 0.25
H 0.2433 -1.8289 -1.4191 0.39
H 0.5873 -1.6780 0.2299 0.38
H 2.1374 1.4467 -0.0011 0.46
H 1.9891 0.0273 0.8416 0.44
H 2.5093 0.1142 -0.7669 0.41
H -1.1309 -0.8351 2.5245 0.52
```

Summary:
Calculated total energy   -9342.462 eV
HOMO energy (spin up / spin down)   -11.163 / -11.668 eV
E_LUMO (spin up / spin down)   -3.68 / -3.44 eV
Largest force on an atom   4.2 eV/Å
Energy above the lowest of the compared OMol25 structures with the same formula, charge and spin   6.395 eV
Charge   +1
Kohn-Sham gap (spin up / spin down)   7.482 / 8.231 eV


[2]
This record from the OMol25 dataset describes C4H6LiO2Sr as an isolated structure at a distorted geometry. The level of theory is ωB97M-V/def2-TZVPD.

Structure (XYZ):
```
14
Properties=species:S:1:pos:R:3:lowdin_spin:R:1
O -1.4645 0.1429 -0.7419 0.06
C -1.0926 -0.5398 0.1034 0.02
C -0.7912 -0.8659 1.4429 0.01
Li -0.2271 1.3623 -1.9061 0.29
Sr -0.2418 2.1334 -0.0978 0.57
H -1.6873 -1.2244 1.9497 0.00
H -0.0179 -1.6326 1.4934 0.00
C -0.4324 0.6667 3.6971 0.01
C -0.0853 0.6680 2.1974 0.02
O -0.0443 -0.4372 4.3630 0.00
H -0.6120 1.6345 4.1747 0.00
H -0.0997 1.7678 2.1606 0.01
H 0.9265 0.5677 1.7986 0.01
H -0.3612 -0.5066 5.2731 0.00
```

Summary:
Calculated total energy   -9354.364 eV
HOMO energy (spin up / spin down)   -14.308 / -14.418 eV
E_LUMO (spin up / spin down)   -8.73 / -8.72 eV
Multiplicity   2
Largest force on an atom   9.3 eV/Å
Energy above the lowest of the compared OMol25 structures with the same formula, charge and spin   5.612 eV
Charge   +2
Expectation value of S²   0.75
Kohn-Sham gap (spin up / spin down)   5.576 / 5.697 eV


[3]
This record from the OMol25 dataset describes a 9-piece molecular cluster, C16H41BN10O19 overall at a distorted geometry. The level of theory is ωB97M-V/def2-TZVPD.

Structure (XYZ):
```
87
Properties=species:S:1:pos:R:3:lowdin_charge:R:1
C -2.2986 -1.4646 -1.6322 -0.14
C -1.9221 0.0711 -2.0748 -0.23
C -3.1635 1.0898 -1.7318 -0.15
C -2.6670 2.5079 -0.9980 -0.17
O -3.4010 2.5920 0.2743 -0.17
C -3.1553 3.8579 0.9816 -0.23
C -4.1953 3.7447 2.2822 -0.13
N -3.4247 3.7596 3.6042 0.00
C -2.1784 4.5911 3.2692 -0.22
O -1.6182 5.5298 4.0477 -0.03
C -1.7281 4.1225 1.7429 -0.06
B -0.6816 2.8827 2.0081 -0.44
N 0.6483 2.9289 1.2450 0.12
O -0.8694 1.7512 2.9382 0.03
H -2.4649 -2.0998 -2.6263 0.09
H -3.3223 -1.5516 -1.0380 0.08
H -1.4781 -1.9804 -0.9396 0.05
H -0.9033 0.3462 -1.5447 0.08
H -1.8041 0.0506 -3.2618 0.11
H -3.9240 0.5525 -1.0018 0.11
H -3.7777 1.3038 -2.7329 0.10
H -2.9368 3.3656 -1.7718 0.12
H -1.4922 2.5288 -0.8690 0.12
H -3.4415 4.8800 0.4798 0.16
H -5.1774 4.3736 2.1877 0.13
H -4.5419 2.6038 2.2406 0.14
H -3.2032 2.7670 3.8874 0.13
H -1.1158 5.0536 1.3701 0.16
H 0.9668 1.9581 1.0258 0.06
H 0.4267 3.3669 0.3166 0.05
H -0.1771 1.0564 2.6505 0.12
C 2.6556 1.3572 -2.5060 0.05
N 1.5098 1.9044 -1.7303 -0.38
O 0.9059 1.1236 -0.9856 0.00
O 1.2490 3.1023 -1.8912 0.05
H 2.7697 0.2977 -2.2675 0.05
H 2.4303 1.4917 -3.5659 0.11
H 3.5473 1.9162 -2.2152 0.11
C -1.0567 -5.0672 0.9428 0.04
N -1.2140 -4.4027 -0.3792 -0.41
O -2.1767 -4.7468 -1.0748 0.06
O -0.3666 -3.5544 -0.6812 0.01
H -1.8680 -5.7861 1.0755 0.08
H -0.0891 -5.5732 0.9442 0.08
H -1.1003 -4.2907 1.7092 0.11
C 0.3612 7.6013 5.4828 0.03
N 1.6310 8.2902 5.8391 -0.43
O 2.6519 7.9445 5.2332 0.04
O 1.5669 9.1584 6.7172 0.05
H 0.5653 6.8665 4.7011 0.08
H -0.0123 7.1116 6.3844 0.11
H -0.3367 8.3611 5.1251 0.10
C -0.2357 -9.6148 0.2315 0.05
N -0.1992 -8.4149 1.1106 -0.41
O 0.9012 -7.8824 1.2962 0.05
O -1.2763 -8.0418 1.5897 0.04
H 0.7769 -9.8280 -0.1172 0.04
H -0.6225 -10.4461 0.8244 0.11
H -0.8933 -9.3869 -0.6099 0.11
C 4.2484 -3.0109 -2.4282 0.05
N 3.7862 -1.7197 -3.0052 -0.41
O 2.7581 -1.7422 -3.6918 0.07
O 4.4687 -0.7201 -2.7527 0.03
H 3.5570 -3.8004 -2.7303 0.10
H 5.2499 -3.2059 -2.8171 0.10
H 4.2582 -2.9017 -1.3419 0.11
C -3.9962 4.1321 -5.3503 0.04
N -3.2378 2.8945 -5.0231 -0.42
O -2.1646 3.0299 -4.4241 0.05
O -3.7413 1.8221 -5.3772 0.04
H -3.4386 4.9958 -4.9817 0.10
H -4.1022 4.1763 -6.4361 0.10
H -4.9685 4.0624 -4.8585 0.10
C 4.1154 5.3273 1.8289 0.04
N 4.2383 4.4020 0.6702 -0.42
O 5.3177 3.8164 0.5253 0.05
O 3.2477 4.2899 -0.0613 0.03
H 5.0569 5.3273 2.3822 0.10
H 3.8998 6.3224 1.4346 0.10
H 3.2994 4.9630 2.4563 0.10
C 3.7866 -11.7810 0.3199 0.05
N 3.3244 -10.4897 -0.2571 -0.40
O 2.2963 -10.5123 -0.9437 0.02
O 4.0069 -9.4901 -0.0045 0.07
H 3.0952 -12.5704 0.0179 0.10
H 4.7882 -11.9760 -0.0689 0.10
H 3.7964 -11.6717 1.4063 0.10
```

Summary:
Calculated total energy   -71710.746 eV
SMILES string   CCCCO[C@H]1CNC(=O)[C@H]1B(N)O.C[N+](=O)[O-].C[N+](=O)[O-].C[N+](=O)[O-].C[N+](=O)[O-].C[N+](=O)[O-].C[N+](=O)[O-].C[N+](=O)[O-].C[N+](=O)[O-]
HOMO energy   -9.303 eV
E_LUMO   -0.66 eV
Largest force on an atom   8.5 eV/Å
Kohn-Sham gap   8.642 eV


[4]
This record from the OMol25 dataset describes C4H10O2 as an isolated structure. The level of theory is ωB97M-V/def2-TZVPD.

Structure (XYZ):
```
16
Properties=species:S:1:pos:R:3:nbo_charge:R:1
C 2.3253 -0.0824 -0.0749 0.00
O 1.8298 -0.7061 -1.0610 -0.64
C -0.4313 -0.5958 -1.1182 -0.26
C -0.8896 -0.2090 0.1287 0.12
C -1.7196 1.0409 0.3862 -0.63
O -1.1614 -1.1460 1.1117 -0.69
H 2.7637 -0.6526 0.7687 0.15
H 2.8494 0.8770 -0.2434 0.15
H 1.3095 0.5229 0.6764 0.03
H -0.2034 -1.6232 -1.3813 0.23
H -0.5353 0.0940 -1.9504 0.22
H 0.3732 0.3753 0.4740 0.19
H -1.5479 1.3793 1.4110 0.22
H -2.7992 0.8696 0.2807 0.23
H -1.4252 1.8408 -0.2950 0.22
H -0.7380 -1.9848 0.8867 0.48
```

Summary:
Calculated total energy   -8400.811 eV
HOMO energy   -9.130 eV
E_LUMO   0.51 eV
Largest force on an atom   0.8 eV/Å
Energy above the lowest of the compared OMol25 structures with the same formula, charge and spin   4.736 eV
Kohn-Sham gap   9.643 eV


[5]
This record from the OMol25 dataset describes C38H40FIrN4O3PSSi as an isolated structure at a distorted geometry. The level of theory is ωB97M-V/def2-TZVPD.

Structure (XYZ):
```
90
Properties=species:S:1:pos:R:3:lowdin_charge:R:1
Ir 0.5866 -0.5782 0.7774 1.04
C -3.4454 -1.2459 1.4279 -0.15
Si -2.6434 0.1795 2.3030 0.42
C -2.9591 -0.0668 4.1362 -0.15
C -3.6200 1.6853 1.6961 -0.16
N -0.8886 0.2603 2.0650 -0.21
C -0.2464 1.1151 2.9657 -0.36
C -0.8326 2.2258 3.6041 -0.07
C -0.1598 2.9869 4.5497 -0.09
C 1.1516 2.7074 4.9018 -0.09
C 1.7800 1.6286 4.2936 -0.01
C 1.0705 0.8917 3.3804 -0.24
F 1.7227 -0.1821 2.8008 -0.07
H -4.5253 -1.1523 1.5717 0.05
H -3.1394 -2.2101 1.8368 0.04
H -3.2776 -1.2392 0.3569 0.01
H -4.0316 -0.1921 4.3064 0.04
H -2.6171 0.7469 4.7740 0.02
H -2.4633 -0.9816 4.4696 0.04
H -4.6738 1.5188 1.9355 0.04
H -3.5644 1.8056 0.6111 0.01
H -3.3414 2.6401 2.1428 0.02
H -1.8527 2.4916 3.3744 0.07
H -0.6783 3.8158 5.0150 0.11
H 1.6751 3.3065 5.6331 0.11
H 2.7973 1.3435 4.5267 0.13
O -1.0723 -4.3044 1.4881 0.12
C -0.9203 -3.4418 0.6593 -0.56
O 0.1361 -2.6515 0.6198 -0.32
C -1.8394 -3.2512 -0.5121 -0.17
C -2.8965 -4.1297 -0.6767 0.00
C -3.8023 -3.9472 -1.7103 -0.04
C -3.6544 -2.8707 -2.5691 -0.04
C -2.6003 -1.9814 -2.4067 -0.05
C -1.6761 -2.1654 -1.3847 -0.28
P -0.2636 -1.0184 -1.2557 0.98
C 0.9529 -1.7490 -2.3856 -0.37
C 0.9209 -3.1059 -2.6881 -0.07
C 1.8909 -3.6591 -3.5141 -0.06
C 2.8886 -2.8579 -4.0459 -0.06
C 2.9241 -1.5003 -3.7478 -0.06
C 1.9670 -0.9506 -2.9145 -0.15
C -0.8201 0.5122 -2.0762 -0.34
C -0.7170 0.7096 -3.4533 -0.09
C -1.2125 1.8685 -4.0311 -0.06
C -1.8231 2.8356 -3.2437 -0.07
C -1.9350 2.6438 -1.8735 -0.07
C -1.4303 1.4903 -1.2922 -0.11
H -3.0014 -4.9434 0.0287 0.13
H -4.6279 -4.6346 -1.8368 0.12
H -4.3647 -2.7121 -3.3697 0.11
H -2.5186 -1.1399 -3.0803 0.10
H 0.1373 -3.7368 -2.2883 0.11
H 1.8565 -4.7147 -3.7492 0.11
H 3.6385 -3.2873 -4.6974 0.11
H 3.7036 -0.8735 -4.1605 0.11
H 2.0127 0.1032 -2.6660 0.10
H -0.2511 -0.0412 -4.0793 0.11
H -1.1274 2.0131 -5.1001 0.11
H -2.2173 3.7342 -3.7006 0.11
H -2.4232 3.3880 -1.2564 0.11
H -1.5074 1.3408 -0.2213 0.06
S 2.8697 -1.1267 0.1515 0.73
C 3.2666 -2.7938 0.1460 -0.63
N 2.3878 -3.7554 0.4834 0.09
C 2.6835 -5.0712 0.5210 -0.04
C 3.9423 -5.5013 0.2247 -0.04
C 4.8992 -4.5375 -0.1328 -0.03
C 4.5724 -3.2073 -0.1798 -0.08
H 1.4099 -3.4434 0.6312 0.06
H 1.8648 -5.7203 0.7976 0.14
H 4.1824 -6.5526 0.2609 0.11
H 5.9061 -4.8477 -0.3797 0.12
H 5.2946 -2.4549 -0.4607 0.11
N 1.1466 1.2925 0.5070 0.02
C 1.3475 2.4183 0.3711 -0.15
N 1.5491 3.6932 0.2444 -0.05
C 1.5099 4.5781 1.4223 -0.07
C 0.6685 5.7903 1.0668 -0.17
O 1.1561 6.4103 -0.1086 -0.11
C 1.0700 5.5511 -1.2270 -0.18
C 1.9354 4.3166 -1.0278 -0.08
H 2.5310 4.8829 1.6646 0.14
H 1.0922 4.0281 2.2642 0.11
H 0.7196 6.5306 1.8628 0.14
H -0.3785 5.4891 0.9285 0.13
H 1.4148 6.1163 -2.0910 0.14
H 0.0282 5.2463 -1.3917 0.12
H 2.9906 4.5960 -0.9789 0.14
H 1.7889 3.5997 -1.8348 0.13
```

Summary:
Calculated total energy   -85713.947 eV
HOMO energy   -9.845 eV
E_LUMO   -2.82 eV
Largest force on an atom   1.1 eV/Å
Energy above the lowest of the compared OMol25 structures with the same formula, charge and spin   0.133 eV
Charge   +1
Kohn-Sham gap   7.021 eV


Question: What is the formula in the third record?
Answer: C16H41BN10O19


Question: What is the calculated total energy in the second record?
Answer: -9354.364 eV


Question: Number 5 is which compound?
Answer: C38H40FIrN4O3PSSi


Question: Which of these has the highest calculated total energy?
Answer: C4H10O2